No. 1
Molecular formula: C38H41N6O2SbW
Method: DFT, the ωB97M-V functional and the def2-TZVPD basis

Computed properties:
* LUMO energy (alpha / beta): -7.35 / -7.84 eV
* gap between HOMO and LUMO (alpha / beta): 0.2322 / 0.2133 Ha
* total charge: +2
* energy above the lowest of the compared OMol25 structures with the same formula, charge and spin: 109.7 kJ/mol
* spin multiplicity: 3

Last column: Löwdin charge in e.
Atoms and positions in Å:
H: 5.0783 2.6453 -0.0499  0.0598
H: 5.5744 -0.1407 -2.4433  0.0950
H: 2.9908 -4.5892 -1.9032  0.1228
C: 2.9720 2.6362 0.4862  -0.4911
C: 2.0357 3.2219 1.5349  -0.1305
C: 0.1517 -3.5274 -0.5971  -0.2507
H: 3.8299 0.0431 -2.6160  0.0535
C: -0.2753 -2.2549 2.5489  -0.0994
H: -1.3712 5.7884 -3.4034  0.1170
C: 3.9709 0.3444 3.3073  -0.1194
Sb: 2.6815 0.4265 0.3761  1.5546
C: 2.1496 -4.0482 -1.5020  -0.0098
C: -0.0192 2.8366 -2.4322  -0.0947
H: 2.2198 2.7961 2.5239  0.0691
C: -0.8319 -2.4892 3.7832  0.0038
H: 2.6914 2.9839 -0.5105  0.0798
H: -1.5704 2.0704 2.1834  0.1568
H: -2.0510 0.6220 4.2936  0.1376
H: 1.5192 0.9544 -3.1040  0.0845
C: -1.4704 -5.7623 1.0164  -0.0124
C: 4.6766 0.2551 -1.9627  -0.1348
C: -3.2551 -8.9235 0.2359  -0.1635
H: 4.9566 0.2930 2.8491  0.0609
C: -2.7671 -7.5803 0.1323  -0.2044
C: -1.0789 1.1724 1.8335  -0.0087
C: -3.5339 -2.6032 -0.2536  0.0408
H: 2.4184 -2.2791 1.6005  0.0303
H: 0.2611 -3.0369 2.0307  0.1061
H: -3.6914 -7.2403 -1.7765  0.1343
H: -1.9197 -1.6130 5.4213  0.1345
C: -1.4801 -1.4500 4.4467  0.0086
C: 4.4283 2.9750 0.7589  -0.1232
N: -0.3158 -1.0590 1.9307  -0.0377
H: 5.7023 -0.7600 1.2104  0.0550
C: -1.2252 -3.6277 -0.2746  -0.0444
N: -1.7113 -1.2336 -0.4802  -0.1119
C: -2.1217 -2.5647 -0.2912  -0.2336
H: -4.1415 -3.4843 -0.1254  0.1304
H: 1.9245 -0.1080 2.8929  0.0563
H: 4.7788 2.5443 1.6973  0.0698
N: 0.8075 -2.3127 -0.9178  -0.1583
C: -1.9736 -7.0446 1.1442  0.0046
H: 2.2195 4.2970 1.6032  0.0954
O: 0.2335 0.5663 -1.5785  -0.2640
C: -3.9779 -1.3131 -0.4738  -0.0144
C: 5.7787 -0.2185 0.2692  -0.1162
O: 1.9846 1.7730 -3.2990  0.0550
C: -1.7736 -4.9973 -0.1060  -0.2007
C: -3.0741 -6.8187 -0.9953  0.0126
N: -3.6340 -10.0052 0.3071  0.1970
C: -2.8456 -0.5105 -0.6027  -0.0776
C: -0.1929 1.8236 -1.4107  -0.3564
H: -1.7409 3.9416 -1.7969  0.1188
H: 2.2056 3.8476 -4.7787  0.1322
H: 3.7348 1.3900 3.5045  0.0644
H: 0.7668 -5.6350 -0.7945  0.1349
C: -2.5831 -5.5313 -1.1082  -0.0064
H: 6.6189 -0.6459 -0.2846  0.0975
C: -0.9818 -0.0430 2.5743  -0.2317
C: 2.9008 -0.3146 2.4485  -0.5384
H: -2.8057 0.5528 -0.7901  0.1208
N: -0.6710 2.1544 -0.2343  0.1141
H: 4.7865 1.3381 -1.8999  0.0748
H: 0.9886 3.0962 1.2708  0.0377
C: -0.6762 4.9621 -3.3542  -0.0533
H: -1.7521 -7.6367 2.0213  0.1315
C: 2.0014 -2.6829 -1.4878  -0.1178
H: 2.9368 -2.3063 3.2955  0.0910
W: 0.1678 -0.6132 -0.1010  1.5186
H: 6.0195 0.8221 0.4769  0.0655
H: -0.8475 -5.3523 1.8024  0.1140
H: 2.6549 -1.9356 -1.9106  0.0967
C: 3.1000 -1.8259 2.3268  -0.1508
C: 0.9931 -4.5887 -0.9251  0.0489
H: -5.0012 -0.9798 -0.5304  0.1198
H: 4.0262 -0.1706 4.2705  0.0921
H: 0.6309 5.7596 -4.8580  0.1225
H: 4.5237 4.0609 0.8336  0.0963
C: -1.5490 -0.2195 3.8349  0.0342
N: -0.5618 1.1049 0.6299  -0.2182
H: 4.3128 -1.4411 -0.6778  0.0608
C: 1.0874 2.8006 -3.3046  -0.2438
C: 0.4466 4.9393 -4.1775  -0.0286
H: -0.7528 -3.4690 4.2315  0.1287
H: -2.8085 -4.9410 -1.9876  0.1347
C: 4.5316 -0.3757 -0.5844  -0.5111
C: -0.8941 3.9314 -2.4697  -0.0101
H: 4.1182 -2.0621 2.0137  0.0760
C: 1.3279 3.8736 -4.1469  0.0153



No. 2
Molecular formula: C38H42AsBClN9O2S2Sc
Method: DFT, the ωB97M-V functional and the def2-TZVPD basis

Computed properties:
* LUMO energy: 2.41 eV
* gap between HOMO and LUMO: 0.2635 Ha
* total charge: -1
* energy above the lowest of the compared OMol25 structures with the same formula, charge and spin: 0.0 kJ/mol

Last column: Löwdin charge in e.
Atoms and positions in Å:
H: 0.9657 2.6119 1.9876  0.0737
H: -5.6930 -2.8935 0.9484  0.0141
H: 0.3351 5.1509 -2.2320  0.1009
C: -1.0018 -1.9859 3.0117  -0.0717
C: -0.2274 -1.2303 -6.3443  -0.1110
C: 0.9996 -1.3990 4.1831  -0.0233
C: 4.7298 0.4725 1.5387  -0.0561
H: -1.2872 0.3093 4.8157  0.1056
H: -1.7265 2.3414 6.1039  0.0921
Sc: 0.4503 0.0277 0.4043  0.8787
C: 1.0769 3.7310 -5.2310  -0.3279
H: -1.9305 1.7405 -4.5724  0.1179
C: -0.6566 3.6418 4.7696  -0.1250
C: 1.9170 2.7141 -4.7750  -0.0302
H: 1.7287 -2.8398 5.5832  0.0961
C: 0.0249 -1.0741 3.2322  -0.3314
C: 0.7815 4.4855 -2.9575  -0.0667
N: 2.6902 -0.0392 0.7837  -0.0376
H: 2.8265 1.1936 2.4704  0.1025
C: -0.4992 0.1630 -4.3816  -0.3118
S: -1.0154 -0.5585 -1.7723  0.4661
H: 0.8361 -1.5031 -4.5014  0.1199
H: -1.7788 -1.7173 2.3043  0.0598
H: 0.4902 4.6289 3.2367  0.1035
S: 1.8600 3.1664 -0.7974  0.6022
C: 0.9556 -2.6041 4.8613  -0.0877
C: 0.0944 3.6888 3.6029  -0.0860
H: -2.7186 4.8578 -0.8774  0.1074
H: -5.2787 -2.8407 -1.6389  0.0170
O: 1.6662 4.4053 -0.0919  -0.2971
C: 4.8281 -0.3465 0.4232  -0.0814
H: -5.3329 -1.1685 1.1895  0.0097
N: 3.5973 -0.6336 -0.0065  -0.0690
H: 0.9487 0.3784 -2.8481  0.0263
C: -0.5948 2.5155 -0.2165  -0.4970
H: 2.3512 2.0182 -5.4844  0.1160
C: -3.2381 -4.2495 0.0395  -0.3373
N: -1.3492 1.5990 0.4164  0.0271
C: 0.3638 2.5342 2.8832  -0.0549
H: -2.5432 1.1750 -6.9133  0.0967
C: 2.1753 -3.9088 -0.6837  -0.0883
H: -0.3628 1.5567 -2.7831  0.0491
C: 3.3595 0.6313 1.7200  -0.1471
N: 0.9886 -2.1977 0.0160  -0.0539
C: -1.1772 -0.4695 -7.0054  -0.6807
H: 4.0918 -2.1401 -1.6152  0.0719
H: -1.8532 -3.8988 3.4906  0.0929
H: -4.5830 -2.3752 2.2410  0.0088
C: -0.1256 0.5074 -2.9714  -0.5882
H: 1.7960 -0.6878 4.3696  0.1160
H: -0.6602 -3.2502 0.7505  0.0526
C: 0.3107 -3.3075 0.2915  -0.1675
H: -4.2122 -4.7162 -0.1168  0.0176
H: -0.0955 -4.4654 5.1409  0.0912
Cl: -1.5952 -0.8604 -8.6622  0.6067
As: -3.3910 -2.2949 -0.0122  1.0136
H: 5.6865 -0.7490 -0.0885  0.1163
C: -0.8875 1.2545 4.4697  -0.0333
H: -0.8603 4.5420 5.3354  0.0859
C: -1.0453 -3.2023 3.6879  -0.0981
N: 0.8172 3.8674 -6.5951  0.0970
O: 3.1161 2.4776 -0.7096  -0.2941
H: 2.5669 -0.8702 -2.0246  0.0682
H: -4.2451 3.2521 0.3187  0.0935
H: 3.0206 -4.3879 -1.1490  0.1135
C: -0.1306 1.2880 3.2848  -0.2971
H: 0.2458 -2.0617 -6.8499  0.0993
N: 0.7116 2.0916 -0.3485  -0.1733
N: -1.0584 3.6708 -0.6947  0.1507
H: 2.8206 1.7862 -3.0658  0.1140
H: -0.1004 5.4351 -4.6654  0.1052
C: 1.5856 3.4472 -2.5122  -0.2974
B: 3.1348 -1.5387 -1.1797  -0.4057
H: -2.8390 -4.5611 1.0062  0.0063
H: -3.7640 -2.4353 -2.5032  0.0127
C: 1.0175 -4.4326 -0.1325  -0.0552
C: -0.0677 -3.5192 4.6150  -0.1072
C: -1.7997 0.5964 -6.3812  -0.1204
C: -2.3487 3.9125 -0.4916  -0.1127
C: 2.1740 2.5759 -3.4251  -0.0712
N: 0.0771 0.1410 2.5076  -0.0700
N: 2.1373 -2.5766 -0.5770  -0.0686
C: 0.1022 -0.9097 -5.0357  -0.0337
H: -0.0266 4.3668 -6.8217  0.0809
H: -2.5462 -4.5752 -0.7378  0.0203
H: 0.9155 3.0204 -7.1305  0.0824
C: -4.9166 -2.1761 1.2216  -0.3466
C: 0.5353 4.6304 -4.3118  -0.0336
C: -1.4530 0.9047 -5.0719  -0.0402
H: -3.2022 1.0903 1.1078  0.1147
C: -1.1375 2.4086 5.1959  -0.1084
C: -3.1994 3.0354 0.1609  -0.0485
H: 0.7290 -5.4664 -0.0498  0.0856
H: 5.5279 0.8992 2.1208  0.0878
C: -2.6258 1.8554 0.5972  -0.1130
C: -4.4147 -2.1746 -1.6691  -0.3470
H: -4.7414 -1.1448 -1.8113  0.0158